No. 1
The following is a DFT calculation (wB97M-V/def2-TZVPD) of C2H4N2S2 in the gas phase at a distorted geometry.

Computed properties:
E_LUMO in eV: 0.226
Multiplicity: 1
Frontier orbital gap in Eh: 0.308
Relative energy (zero: lowest compared OMol25 entry of this formula, charge and spin) in kcal per mole: 116.90

Positions of all 10 atoms, in Å:
C: -3.130 -3.026 -1.407
C: 2.437 0.166 0.159
N: -2.082 -2.541 -1.640
N: -1.002 -2.002 -1.890
S: 1.164 -1.373 0.279
S: 0.403 -2.557 -1.263
H: -4.071 -3.322 -1.273
H: 2.074 0.984 -0.386
H: 3.408 -0.082 -0.331
H: 2.740 0.400 1.231


No. 2
The following is a DFT calculation (wB97M-V/def2-TZVPD) of 6 unconnected molecules or ions with the total composition C22H45BrCl3FN6O6P at a distorted geometry.

Computed properties:
E_LUMO in eV: -4.984
Multiplicity: 1
Frontier orbital gap in Eh: 0.213
Net charge: +1

Positions of all 85 atoms, in Å:
C: 2.277 -0.941 1.267
C: 1.339 -0.486 -0.040
Cl: 0.202 0.839 0.579
C: 0.596 -1.787 -0.707
C: -1.039 -1.793 -0.587
N: -1.787 -2.721 0.147
C: -3.312 -2.491 0.087
Cl: -3.786 -2.707 1.890
C: -3.284 -0.826 -0.042
F: -2.703 -0.431 1.285
P: -4.914 0.090 -0.436
O: -5.282 1.105 0.941
Cl: -4.458 1.454 -2.040
C: -2.181 -0.805 -1.298
Br: -2.767 -1.623 -3.027
H: 2.773 0.061 1.664
H: 3.069 -1.763 0.992
H: 1.521 -1.275 2.116
H: 2.024 0.020 -0.875
H: 0.993 -1.960 -1.818
H: 0.979 -2.742 -0.102
H: -1.313 -3.504 0.686
H: -3.924 -3.062 -0.732
H: -4.398 1.488 1.242
H: -1.729 0.235 -1.608
C: 2.074 5.011 -1.879
C: 1.578 3.615 -2.141
O: 2.251 2.621 -1.876
N: 0.339 3.471 -2.693
C: -0.591 4.508 -3.071
H: 3.075 4.967 -1.439
H: 2.134 5.568 -2.817
H: 1.409 5.517 -1.175
H: 0.072 2.505 -2.841
H: -1.517 4.355 -2.509
H: -0.798 4.406 -4.140
H: -0.207 5.508 -2.870
C: -1.842 -3.906 6.125
C: -1.495 -4.832 4.991
O: -0.433 -4.746 4.378
N: -2.402 -5.792 4.651
C: -3.691 -6.048 5.247
H: -1.024 -3.196 6.281
H: -2.746 -3.343 5.883
H: -1.982 -4.478 7.045
H: -2.101 -6.377 3.881
H: -3.693 -7.076 5.622
H: -4.452 -5.948 4.468
H: -3.917 -5.363 6.065
C: 5.171 2.736 -3.585
C: 5.064 4.235 -3.637
O: 4.787 4.906 -2.644
N: 5.286 4.850 -4.834
C: 5.619 4.240 -6.098
H: 4.968 2.389 -2.567
H: 4.434 2.286 -4.256
H: 6.181 2.423 -3.862
H: 5.197 5.858 -4.793
H: 6.579 4.647 -6.430
H: 4.844 4.510 -6.821
H: 5.690 3.153 -6.033
C: 1.454 7.686 3.251
C: 1.912 6.834 2.099
O: 2.196 7.314 1.003
N: 2.010 5.489 2.299
C: 1.725 4.746 3.503
H: 1.425 8.735 2.942
H: 0.448 7.389 3.558
H: 2.152 7.591 4.086
H: 2.324 4.980 1.481
H: 2.635 4.217 3.800
H: 0.943 4.016 3.275
H: 1.395 5.387 4.322
C: -3.416 -8.074 -2.297
C: -3.269 -6.600 -2.038
O: -3.732 -5.752 -2.800
N: -2.595 -6.213 -0.918
C: -1.985 -7.050 0.087
H: -3.975 -8.229 -3.225
H: -2.431 -8.535 -2.406
H: -3.969 -8.543 -1.479
H: -2.535 -5.207 -0.809
H: -2.446 -6.816 1.051
H: -0.919 -6.808 0.130
H: -2.107 -8.113 -0.125


No. 3
The following is a DFT calculation (wB97M-V/def2-TZVPD) of 7 unconnected molecules or ions with the total composition C38H97N7O12 at a distorted geometry.

Computed properties:
E_LUMO in eV: 0.623
SMILES: COC[C@H](C)N.COC[C@H](C)N.COCCNCCOC.COCCNCCOC.COCCNCCOC.COCCNCCOC.COCCNCCOC
Multiplicity: 1
Frontier orbital gap in Eh: 0.331
Relative energy (zero: lowest compared OMol25 entry of this formula, charge and spin) in kcal per mole: 47.80

Positions of all 154 atoms, in Å:
C: -1.289 -1.949 -3.587
O: -1.483 -2.915 -2.590
C: -2.533 -3.822 -2.811
C: -2.828 -4.663 -1.576
N: -3.936 -4.213 -0.733
C: -3.667 -2.929 -0.114
C: -2.718 -2.904 1.057
O: -3.094 -3.891 2.013
C: -3.291 -3.399 3.331
H: -0.295 -1.508 -3.499
H: -2.015 -1.132 -3.504
H: -1.311 -2.421 -4.576
H: -2.307 -4.614 -3.535
H: -3.428 -3.309 -3.176
H: -1.955 -4.898 -0.952
H: -3.067 -5.658 -1.960
H: -4.153 -4.829 0.046
H: -4.606 -2.378 -0.002
H: -3.184 -2.303 -0.880
H: -2.564 -1.886 1.419
H: -1.742 -3.267 0.702
H: -2.422 -2.811 3.654
H: -3.411 -4.284 3.946
H: -4.120 -2.685 3.389
C: 12.256 -4.130 -3.984
O: 11.262 -3.137 -3.892
C: 9.986 -3.564 -4.287
C: 8.908 -2.947 -3.395
N: 7.745 -3.845 -3.312
C: 6.550 -3.288 -2.731
C: 5.845 -2.227 -3.605
O: 4.555 -1.848 -3.185
C: 4.618 -1.068 -2.030
H: 12.371 -4.779 -3.112
H: 13.188 -3.598 -4.169
H: 12.202 -4.855 -4.805
H: 9.908 -4.656 -4.285
H: 9.720 -3.306 -5.323
H: 8.628 -1.919 -3.667
H: 9.236 -2.751 -2.366
H: 7.637 -4.236 -4.241
H: 6.740 -2.869 -1.742
H: 5.793 -4.056 -2.551
H: 5.882 -2.617 -4.626
H: 6.488 -1.340 -3.697
H: 3.683 -1.019 -1.461
H: 4.727 0.011 -2.235
H: 5.406 -1.340 -1.325
C: -6.010 -1.326 5.541
O: -6.355 -1.484 4.178
C: -6.405 -0.216 3.540
C: -7.201 -0.297 2.268
N: -6.516 -1.133 1.265
C: -7.364 -1.544 0.136
C: -8.028 -0.364 -0.549
O: -9.109 0.195 0.180
C: -10.062 0.780 -0.672
H: -5.019 -0.860 5.595
H: -5.916 -2.242 6.122
H: -6.733 -0.689 6.055
H: -5.396 0.089 3.244
H: -6.828 0.531 4.216
H: -7.166 0.712 1.838
H: -8.262 -0.513 2.436
H: -6.304 -1.941 1.851
H: -8.130 -2.220 0.541
H: -6.803 -2.161 -0.565
H: -8.412 -0.765 -1.496
H: -7.305 0.387 -0.883
H: -10.852 1.158 -0.015
H: -10.570 -0.005 -1.243
H: -9.836 1.619 -1.335
C: 1.929 1.288 -1.971
O: 1.052 1.206 -0.885
C: 1.020 -0.051 -0.262
C: 0.353 0.070 1.087
N: -1.102 0.225 1.044
C: -1.659 0.692 2.294
C: -3.117 1.053 2.122
O: -3.205 2.198 1.268
C: -4.499 2.305 0.722
H: 2.900 0.851 -1.716
H: 2.134 2.323 -2.254
H: 1.543 0.858 -2.904
H: 2.017 -0.494 -0.131
H: 0.449 -0.741 -0.903
H: 0.739 0.883 1.716
H: 0.557 -0.878 1.598
H: -1.356 0.993 0.418
H: -1.086 1.535 2.714
H: -1.530 -0.146 2.996
H: -3.607 1.313 3.063
H: -3.585 0.201 1.616
H: -4.613 1.564 -0.078
H: -4.651 3.250 0.194
H: -5.282 2.235 1.482
C: 5.261 2.695 -0.501
O: 4.094 3.467 -0.613
C: 3.542 3.737 0.647
C: 2.412 4.739 0.531
N: 2.958 6.078 0.408
C: 1.956 7.125 0.200
C: 2.652 8.357 -0.410
O: 3.416 7.976 -1.531
C: 2.668 7.699 -2.707
H: 5.981 3.160 0.189
H: 5.774 2.609 -1.455
H: 5.082 1.716 -0.037
H: 4.242 4.086 1.421
H: 3.179 2.864 1.215
H: 1.874 4.717 1.488
H: 1.641 4.395 -0.172
H: 3.742 6.121 -0.226
H: 1.452 7.257 1.158
H: 1.180 6.851 -0.528
H: 3.253 8.868 0.341
H: 1.884 9.091 -0.683
H: 1.710 7.194 -2.556
H: 3.285 6.955 -3.214
H: 2.531 8.627 -3.263
C: -2.394 5.722 1.761
C: -1.251 5.013 2.472
C: -1.575 4.339 3.784
O: -2.140 5.225 4.736
C: -2.222 4.595 5.986
N: -0.766 3.917 1.581
H: -2.097 6.327 0.906
H: -2.977 6.361 2.434
H: -3.078 4.947 1.406
H: -0.386 5.682 2.544
H: -0.735 3.739 4.140
H: -2.348 3.600 3.525
H: -1.240 4.301 6.365
H: -2.876 3.711 5.955
H: -2.730 5.225 6.717
H: -0.434 4.316 0.712
H: -1.572 3.341 1.342
C: 2.686 -4.006 1.217
C: 1.360 -4.510 0.620
C: 1.291 -4.168 -0.883
O: 2.406 -4.861 -1.427
C: 2.404 -4.882 -2.847
N: 1.218 -5.913 0.971
H: 2.988 -3.027 0.841
H: 3.465 -4.765 1.144
H: 2.639 -3.851 2.301
H: 0.549 -4.024 1.168
H: 1.436 -3.102 -1.074
H: 0.378 -4.620 -1.281
H: 2.565 -3.841 -3.142
H: 1.458 -5.272 -3.230
H: 3.215 -5.489 -3.244
H: 1.934 -6.484 0.538
H: 0.318 -6.316 0.747


No. 4
The following is a DFT calculation (wB97M-V/def2-TZVPD) of C4H3N3O in the gas phase at a distorted geometry.

Computed properties:
E_LUMO in eV: -1.303
SMILES: O=c1ncccnn1
Multiplicity: 1
Frontier orbital gap in Eh: 0.314
Relative energy (zero: lowest compared OMol25 entry of this formula, charge and spin) in kcal per mole: 70.05

Positions of all 11 atoms, in Å:
C: -0.066 1.134 -1.184
C: -1.186 0.009 0.489
C: -0.086 -0.374 1.068
C: 0.936 -0.781 0.297
H: -2.174 -0.243 0.957
H: 0.079 -0.451 2.197
H: 1.708 -1.423 0.846
N: -1.260 0.624 -0.576
N: 1.128 -0.812 -1.085
N: 0.592 0.072 -1.873
O: 0.329 2.243 -1.135


No. 5
The following is a DFT calculation (wB97M-V/def2-TZVPD) of a molecular structure, C17H22BrClMnN5O2 at a distorted geometry.

Computed properties:
E_LUMO (spin up / spin down) in eV: 2.995 / 2.990
Expectation value of S²: 8.760
Multiplicity: 6
Frontier orbital gap (spin up / spin down) in Eh: 0.228 / 0.272
Net charge: -1
Relative energy (zero: lowest compared OMol25 entry of this formula, charge and spin) in kcal per mole: 10.19

Positions of all 49 atoms, in Å:
Mn: -0.256 0.430 0.318
N: 0.455 0.706 -2.250
C: 0.962 1.897 -2.908
C: 2.242 2.399 -2.239
C: 1.993 2.976 -0.847
N: 1.673 1.928 0.104
H: 1.050 -0.094 -2.454
H: -0.477 0.492 -2.598
H: 0.197 2.674 -2.843
H: 1.176 1.723 -3.979
H: 2.696 3.168 -2.868
H: 2.954 1.573 -2.159
H: 1.147 3.669 -0.885
H: 2.889 3.544 -0.539
H: 1.633 2.313 1.049
H: 2.445 1.261 0.134
Br: -2.485 -1.277 1.569
C: -1.987 -2.832 0.520
C: -2.821 -3.921 0.575
C: -2.456 -5.106 -0.074
C: -1.246 -5.186 -0.707
C: -0.376 -4.077 -0.755
C: 0.899 -4.196 -1.332
C: 1.762 -3.133 -1.312
C: 1.346 -1.900 -0.801
C: 0.077 -1.675 -0.277
C: -0.762 -2.824 -0.179
H: -3.745 -3.867 1.128
H: -3.118 -5.962 -0.036
H: -0.919 -6.112 -1.165
H: 1.191 -5.149 -1.756
H: 2.766 -3.247 -1.705
H: 2.082 -1.100 -0.793
Cl: -2.771 0.797 -2.274
C: -2.072 1.333 -0.693
H: -2.943 1.322 -0.022
H: -1.827 2.389 -0.884
N: -0.296 1.792 3.153
C: -0.615 2.605 4.163
C: -1.494 3.542 3.659
C: -1.641 3.198 2.312
N: -0.914 2.129 2.028
H: 0.327 0.965 3.060
H: -0.211 2.476 5.147
H: -1.951 4.355 4.188
H: -2.238 3.673 1.559
O: 2.680 0.834 2.496
N: 2.132 -0.275 2.199
O: 0.847 -0.232 1.970


No. 6
The following is a DFT calculation (wB97M-V/def2-TZVPD) of a molecular structure, C24H23Cu3F2N3O10Pt at a distorted geometry.

Computed properties:
E_LUMO (spin up / spin down) in eV: -10.148 / -10.918
Expectation value of S²: 2.014
Multiplicity: 3
Frontier orbital gap (spin up / spin down) in Eh: 0.154 / 0.125
Net charge: +3

Positions of all 66 atoms, in Å:
Cu: 1.947 0.539 -4.766
Cu: 4.143 2.088 -2.590
Cu: 0.628 -2.737 -4.321
Pt: -2.482 1.822 1.929
C: 0.766 2.033 -0.845
C: -0.293 1.712 0.004
C: -1.134 0.517 -0.385
O: -2.020 0.074 0.431
C: -0.861 -0.244 -1.478
C: 0.138 0.061 -2.439
C: 1.026 1.309 -2.024
O: 1.901 1.671 -2.866
O: 0.328 -0.495 -3.540
O: -0.464 2.326 1.086
H: 1.364 2.877 -0.532
H: -1.357 -1.161 -1.768
C: 2.376 4.056 1.987
C: 2.140 4.098 3.503
O: 3.345 4.814 3.894
C: 3.733 5.592 2.868
O: 4.541 6.448 2.883
O: 3.012 5.289 1.732
F: 2.163 2.896 4.099
H: 1.433 3.986 1.442
H: 2.937 3.162 1.704
H: 1.211 4.574 3.822
C: -4.700 -3.476 -3.699
C: -4.492 -2.516 -2.519
O: -3.129 -2.181 -2.794
C: -2.877 -2.277 -4.120
O: -1.814 -2.107 -4.655
O: -3.968 -2.740 -4.704
F: -4.565 -3.276 -1.406
H: -5.745 -3.531 -3.994
H: -4.275 -4.460 -3.520
H: -5.111 -1.622 -2.548
N: 1.377 -2.144 0.914
C: 1.925 -0.933 1.288
C: 2.725 -1.171 2.374
C: 2.568 -2.497 2.737
C: 1.799 -3.111 1.783
H: 0.814 -2.338 0.107
H: 1.658 -0.084 0.678
H: 3.419 -0.473 2.818
H: 3.015 -2.982 3.590
H: 1.518 -4.146 1.684
N: 1.472 -5.561 -3.254
C: 0.278 -5.126 -2.721
C: 0.509 -3.890 -2.167
C: 1.841 -3.514 -2.405
C: 2.409 -4.545 -3.120
H: 1.804 -6.479 -3.505
H: -0.548 -5.775 -2.481
H: -0.268 -3.309 -1.689
H: 2.354 -2.638 -2.038
H: 3.430 -4.774 -3.383
N: -2.718 3.127 4.873
C: -1.441 3.119 4.354
C: -1.440 3.947 3.257
C: -2.790 4.118 2.850
C: -3.541 3.727 3.956
H: -3.007 2.733 5.757
H: -0.608 2.699 4.899
H: -0.594 4.397 2.765
H: -3.207 4.690 2.036
H: -4.596 3.809 4.171


No. 7
The following is a DFT calculation (wB97M-V/def2-TZVPD) of C4H6N2O2 in the gas phase at a distorted geometry.

Computed properties:
E_LUMO in eV: 0.606
SMILES: [H]/N=C\N1OCOC1=C
Multiplicity: 1
Frontier orbital gap in Eh: 0.358
Relative energy (zero: lowest compared OMol25 entry of this formula, charge and spin) in kcal per mole: 140.45

Positions of all 14 atoms, in Å:
C: 0.254 2.294 0.374
C: 0.389 0.909 -0.004
C: 1.464 -1.096 -0.328
C: -1.516 -0.676 0.094
H: -0.632 2.142 1.103
H: 0.577 3.012 -0.430
H: 2.447 -1.406 -0.143
H: 0.967 -1.811 -1.191
H: -1.779 -1.694 0.667
H: -1.947 0.810 -0.840
N: -0.292 -0.145 0.462
N: -2.401 -0.161 -0.624
O: 1.464 0.251 -0.639
O: 0.495 -1.189 0.785


No. 8
The following is a DFT calculation (wB97M-V/def2-TZVPD) of a gas-phase ion, C6H8P (charge +1) at a distorted geometry.

Computed properties:
E_LUMO in eV: -4.048
Multiplicity: 1
Frontier orbital gap in Eh: 0.362
Net charge: +1
Relative energy (zero: lowest compared OMol25 entry of this formula, charge and spin) in kcal per mole: 50.09

Positions of all 15 atoms, in Å:
C: 1.771 -0.719 0.056
C: 1.766 0.630 -0.037
C: -2.408 -0.063 0.683
C: -2.257 0.009 -0.666
C: 0.440 -1.410 0.111
C: 0.452 1.345 0.037
P: -0.730 -0.017 0.147
H: 2.752 -1.207 -0.096
H: 2.686 1.253 0.103
H: -3.265 0.159 1.264
H: -2.597 -0.009 -1.650
H: 0.257 -1.802 -0.820
H: 0.465 -2.248 0.778
H: 0.395 2.044 0.900
H: 0.274 2.036 -0.809


No. 9
The following is a DFT calculation (wB97M-V/def2-TZVPD) of 2 unconnected molecules or ions with the total composition CH4N3O2 at a distorted geometry.

Computed properties:
E_LUMO (spin up / spin down) in eV: 4.501 / 3.653
Multiplicity: 1
Frontier orbital gap (spin up / spin down) in Eh: 0.339 / 0.218
Net charge: -1
Relative energy (zero: lowest compared OMol25 entry of this formula, charge and spin) in kcal per mole: 121.30

Positions of all 10 atoms, in Å:
C: 2.131 0.129 -0.512
N: -1.015 -0.728 -0.267
N: -0.164 -0.997 0.651
N: -1.942 0.283 -0.069
O: -1.787 1.116 0.838
O: -2.940 0.151 -0.790
H: 1.881 -0.894 -0.818
H: 1.425 0.898 -0.804
H: 2.685 0.293 0.437
H: -0.274 -0.251 1.335


No. 10
The following is a DFT calculation (wB97M-V/def2-TZVPD) of a molecular structure, C32H43N2NaO4P at a distorted geometry.

Computed properties:
E_LUMO in eV: 2.142
Multiplicity: 1
Frontier orbital gap in Eh: 0.219
Net charge: -1
Relative energy (zero: lowest compared OMol25 entry of this formula, charge and spin) in kcal per mole: 0.00

Positions of all 83 atoms, in Å:
Na: -1.220 0.848 -0.893
O: -4.796 0.010 -4.950
C: -3.720 -0.656 -5.391
C: -3.815 -1.346 -6.602
C: -2.722 -2.027 -7.113
C: -1.511 -2.039 -6.423
C: -1.425 -1.371 -5.209
C: -2.508 -0.681 -4.672
C: -2.335 0.000 -3.342
O: -1.324 -0.283 -2.639
N: -3.308 0.869 -3.050
N: -3.117 1.484 -1.823
C: -3.939 2.401 -1.504
C: -3.885 3.125 -0.226
C: -4.785 4.180 -0.042
C: -4.832 4.935 1.118
C: -3.943 4.610 2.150
C: -3.046 3.571 2.010
C: -2.956 2.782 0.823
O: -2.103 1.827 0.722
H: -4.478 0.498 -4.120
H: -4.762 -1.325 -7.130
H: -2.815 -2.550 -8.059
H: -0.653 -2.562 -6.825
H: -0.507 -1.372 -4.632
H: -4.736 2.675 -2.200
H: -5.471 4.407 -0.855
H: -5.538 5.748 1.226
H: -3.960 5.180 3.074
H: -2.368 3.317 2.820
O: 0.811 0.626 -0.406
P: 1.119 -0.058 0.902
C: 0.444 0.915 2.285
C: 0.340 0.266 3.673
C: 1.610 0.398 4.517
C: 2.031 1.863 4.629
C: 2.261 2.464 3.241
C: 1.004 2.348 2.370
C: 0.252 -1.664 1.031
C: 0.081 -2.356 -0.338
C: -0.791 -3.599 -0.158
C: -0.178 -4.608 0.848
C: 1.053 -4.042 1.562
C: 0.790 -2.642 2.120
C: 2.928 -0.287 1.057
C: 3.630 0.979 0.472
C: 4.034 0.759 -0.986
C: 5.111 -0.334 -1.091
C: 4.903 -1.430 -0.029
C: 3.425 -1.562 0.335
H: -0.574 1.035 1.888
H: 0.044 -0.781 3.597
H: -0.474 0.775 4.203
H: 2.426 -0.178 4.064
H: 1.437 -0.025 5.509
H: 2.931 1.958 5.242
H: 1.233 2.422 5.135
H: 3.101 1.942 2.772
H: 2.549 3.515 3.327
H: 1.175 2.739 1.365
H: 0.218 2.978 2.803
H: -0.750 -1.329 1.326
H: 1.048 -2.645 -0.757
H: -0.379 -1.685 -1.064
H: -0.949 -4.072 -1.128
H: -1.776 -3.273 0.189
H: 0.107 -5.529 0.334
H: -0.923 -4.893 1.596
H: 1.894 -4.012 0.866
H: 1.349 -4.705 2.378
H: 1.704 -2.258 2.586
H: 0.057 -2.732 2.923
H: 3.164 -0.371 2.120
H: 4.523 1.206 1.065
H: 2.978 1.849 0.531
H: 4.401 1.693 -1.418
H: 3.139 0.485 -1.549
H: 6.102 0.109 -0.966
H: 5.087 -0.775 -2.091
H: 5.467 -1.188 0.878
H: 5.287 -2.387 -0.387
H: 3.271 -2.434 0.969
H: 2.855 -1.723 -0.584


Values of M, in order: 120.20 725.87 844.23 109.09 498.69 937.17 114.10 111.10 90.06 573.67, all in g/mol.